DFT (ωB97M-V/def2-TZVPD) results for a molecular structure, C3H2Li2O3Sn at a distorted geometry.

Output
Calculated total energy, eV: -15510.7623
E_HOMO, eV: -16.7
Energy above the lowest of the compared OMol25 structures with the same formula, charge and spin, kcal/mol: 0.0
Net charge: +2
Kohn-Sham gap, eV: 7.6

Last column: Mulliken charge in e.
Geometry (Å):
Li  -2.6005  1.3022  -0.7739  0.87
O  0.9490  0.7909  -2.2990  -0.07
O  -1.7987  0.2095  0.1840  -1.01
C  1.6546  0.8581  -1.4128  0.30
H  -0.1347  1.1112  1.0524  0.39
O  1.6455  -0.9723  0.7279  -0.45
C  0.3025  -0.8787  0.4117  -0.35
Sn  2.7751  0.3651  0.4649  0.94
H  -0.0793  -1.7888  -0.0794  0.38
Li  -2.2050  -1.1924  1.1559  0.86
C  -0.5085  0.1951  0.5683  0.12

DFT (ωB97M-V/def2-TZVPD) results for a molecular structure, C3H2LiMnO2 at a distorted geometry.

Output
Calculated total energy, eV: -38741.1237
E_HOMO (spin up / spin down), eV: -18.0 / -18.6
Energy above the lowest of the compared OMol25 structures with the same formula, charge and spin, kcal/mol: 0.0
Net charge: +2
2S+1: 7
Kohn-Sham gap (spin up / spin down), eV: 6.2 / 6.7

Last column: Löwdin spin population.
Geometry (Å):
C  -1.3416  -0.0204  -0.6065  0.56
Mn  -0.7311  2.1073  1.0691  5.01
O  -1.1573  0.1136  0.6320  0.20
C  1.9976  -2.1321  0.1549  0.01
O  -0.4351  0.2937  -1.3789  0.20
H  -0.0760  -2.9257  0.0492  0.00
H  2.9276  -1.8595  0.6382  0.00
Li  1.3428  -0.5018  -1.4261  0.03
C  0.7953  -2.3387  0.3115  0.01

DFT (ωB97M-V/def2-TZVPD) results for a molecular structure, C3H2LiO3Sc at a distorted geometry.

Output
Calculated total energy, eV: -30177.2531
E_HOMO (spin up / spin down), eV: -10.2 / -10.2
Energy above the lowest of the compared OMol25 structures with the same formula, charge and spin, kcal/mol: 95.2
Net charge: +1
2S+1: 2
Kohn-Sham gap (spin up / spin down), eV: 3.9 / 3.9

Last column: Löwdin spin population.
Geometry (Å):
O  -1.9805  1.4334  0.2914  0.00
C  1.6401  -0.2696  -0.4500  0.01
Sc  -3.3123  -1.3115  1.1781  1.00
H  1.9337  -1.1661  0.5997  0.00
C  0.4717  0.5279  -0.3107  -0.01
O  1.6093  -1.6433  -0.5335  0.01
Li  -0.4304  2.3479  -0.3566  0.00
H  2.4638  0.1816  -1.0417  0.00
O  -0.6053  -0.3159  0.1604  0.00
C  -1.7900  0.2156  0.4631  -0.01

Please write out number 1 again, unchanged.
DFT (ωB97M-V/def2-TZVPD) results for a molecular structure, C3H2Li2O3Sn at a distorted geometry.

Output
Calculated total energy, eV: -15510.7623
E_HOMO, eV: -16.7
Energy above the lowest of the compared OMol25 structures with the same formula, charge and spin, kcal/mol: 0.0
Net charge: +2
Kohn-Sham gap, eV: 7.6

Last column: Mulliken charge in e.
Geometry (Å):
Li  -2.6005  1.3022  -0.7739  0.87
O  0.9490  0.7909  -2.2990  -0.07
O  -1.7987  0.2095  0.1840  -1.01
C  1.6546  0.8581  -1.4128  0.30
H  -0.1347  1.1112  1.0524  0.39
O  1.6455  -0.9723  0.7279  -0.45
C  0.3025  -0.8787  0.4117  -0.35
Sn  2.7751  0.3651  0.4649  0.94
H  -0.0793  -1.7888  -0.0794  0.38
Li  -2.2050  -1.1924  1.1559  0.86
C  -0.5085  0.1951  0.5683  0.12

What is the net charge in the second record? +2